The following is a quantum chemistry calculation of a 7-piece molecular cluster, C15H44O7 overall in a non-equilibrium geometry, from the OMol25 dataset.

Last column: Löwdin charge in e.
Atoms and positions in Å:
C (3.21378, 0.21412, -2.71113)  -0.041
C (3.49389, -1.30604, -2.73468)  -0.470
C (2.26948, -2.14850, -2.38896)  -0.058
O (3.96472, -1.71030, -4.03243)  -0.059
H (2.16315, 0.42107, -2.91937)  0.056
H (3.82910, 0.70769, -3.46100)  0.079
H (3.49570, 0.55494, -1.71399)  0.072
H (4.27354, -1.53027, -2.00273)  0.133
H (1.42658, -1.95118, -3.06054)  0.078
H (1.90326, -2.03841, -1.36746)  0.052
H (2.54748, -3.18512, -2.58862)  0.081
H (3.42704, -1.21098, -4.65831)  0.083
C (-0.90403, 1.32369, -2.93700)  -0.065
C (-2.23682, 1.67280, -3.61894)  -0.465
C (-2.88430, 0.39665, -4.09542)  -0.067
O (-3.01875, 2.25302, -2.54200)  -0.073
H (-0.29373, 0.64228, -3.54032)  0.071
H (-1.07748, 0.73333, -2.04134)  0.046
H (-0.30782, 2.20189, -2.69177)  0.084
H (-2.09243, 2.41669, -4.40515)  0.134
H (-2.21322, -0.09631, -4.80271)  0.083
H (-3.88938, 0.55107, -4.49028)  0.081
H (-2.92398, -0.30571, -3.25900)  0.086
H (-3.93350, 2.23940, -2.85556)  0.081
C (0.11353, -3.73376, 1.09194)  -0.070
C (-0.27172, -5.20990, 1.38650)  -0.491
C (0.42933, -5.59091, 2.68341)  -0.068
O (-1.66399, -5.28224, 1.59650)  -0.042
H (-0.29432, -3.09971, 1.87742)  0.087
H (-0.28564, -3.40204, 0.12907)  0.066
H (1.19927, -3.61617, 1.07135)  0.077
H (0.10630, -5.87201, 0.60075)  0.134
H (0.22094, -6.61928, 2.98546)  0.078
H (0.15057, -4.92480, 3.50002)  0.085
H (1.50786, -5.50277, 2.54338)  0.079
H (-2.13806, -5.21766, 0.76287)  0.090
C (-2.66211, 4.72938, 2.69080)  -0.053
C (-2.43888, 3.25756, 2.55343)  -0.475
C (-3.72665, 2.42450, 2.42327)  -0.047
O (-1.54236, 2.91585, 1.48787)  -0.078
H (-3.02243, 5.23864, 1.79418)  0.089
H (-1.71535, 5.18448, 2.99647)  0.085
H (-3.37413, 4.96051, 3.48515)  0.088
H (-1.96296, 2.86979, 3.46000)  0.146
H (-4.22132, 2.39907, 3.39778)  0.083
H (-3.52220, 1.40083, 2.11364)  0.073
H (-4.42774, 2.84482, 1.69605)  0.080
H (-1.84409, 3.30750, 0.65610)  0.115
C (3.19805, -0.56759, 1.87850)  -0.155
O (2.02929, -0.48536, 2.67602)  -0.144
H (2.93699, -0.62751, 0.81499)  0.057
H (3.76209, 0.35995, 2.02576)  0.072
H (3.76864, -1.44536, 2.17324)  0.076
H (1.21698, -0.20426, 2.21583)  0.018
C (1.90160, 3.04561, 1.97215)  -0.166
O (1.10289, 4.20810, 1.86955)  -0.128
H (1.44237, 2.20930, 2.49821)  0.068
H (2.27417, 2.72760, 0.98892)  0.073
H (2.80881, 3.34333, 2.50551)  0.080
H (0.20422, 3.95638, 1.61673)  0.031
C (-0.06978, -0.32447, 0.19817)  -0.161
O (-0.38753, 0.18293, 1.46212)  -0.120
H (0.47512, -1.26928, 0.23633)  0.040
H (-0.97865, -0.71222, -0.28461)  0.089
H (0.48160, 0.38479, -0.42100)  0.081
H (-1.01300, 0.91058, 1.50884)  0.059

**Orbital gap**: 10.04 eV
**Total charge**: 0
**LUMO energy**: 0.397 eV
**Structure (SMILES)**: CC(C)O.CC(C)O.CC(C)O.CC(C)O.CO.CO.CO

---

The following is a quantum chemistry calculation of C3H3IN2O3 as an isolated structure in a non-equilibrium geometry, from the OMol25 dataset.

Last column: Löwdin charge in e.
Atoms and positions in Å:
C (-0.66173, -0.88183, 1.54562)  -0.330
C (-1.41706, 1.39929, -1.10781)  -0.203
C (1.38802, -1.02935, 0.33645)  -0.464
N (0.38574, -1.47222, 0.87491)  0.120
N (1.92011, -1.05041, -0.83087)  -0.181
O (-0.79753, 0.41976, -1.43014)  -0.077
O (2.84199, -1.46988, -1.42254)  0.089
O (-0.80650, 0.30107, 1.75467)  -0.003
I (1.92699, 1.36161, 0.20536)  0.739
H (-1.34359, -1.59852, 1.94752)  0.116
H (-2.42248, 1.51231, -0.57183)  0.096
H (-1.01396, 2.50818, -1.30134)  0.099

**Orbital gap (alpha / beta)**: 7.30 / 7.30 eV
**Total charge**: 0
**LUMO energy (alpha / beta)**: -2.143 / -2.143 eV

---

The following is a quantum chemistry calculation of one molecule with the formula C21H28FN3O3, from the OMol25 dataset.

Last column: Löwdin charge in e.
Atoms and positions in Å:
C (-2.25364, -4.53374, 0.78394)  -0.113
C (-0.76983, -4.25167, 0.98654)  -0.267
C (-0.48517, -2.75111, 1.01744)  -0.235
C (0.99485, -2.42230, 1.22840)  -0.193
C (1.85652, -2.63943, -0.01697)  -0.158
H (1.58279, -3.58129, -0.49315)  0.109
H (2.90418, -2.71330, 0.28102)  0.116
C (1.73500, -1.52012, -1.05814)  -0.129
N (2.39276, -0.30027, -0.61870)  -0.021
C (3.73292, -0.27532, -0.72762)  0.029
C (4.53152, 0.75237, -0.33242)  -0.025
C (3.95105, 1.93940, 0.25161)  -0.303
O (4.61896, 2.91311, 0.62807)  0.037
C (2.49961, 1.89671, 0.35564)  -0.062
C (1.83455, 2.99617, 0.91078)  0.080
C (0.47777, 3.00709, 1.04376)  -0.180
C (-0.33097, 1.92640, 0.61685)  -0.140
C (0.34983, 0.83440, 0.07269)  0.053
C (1.73834, 0.78680, -0.06448)  -0.123
H (-0.23898, 0.00011, -0.26035)  0.078
N (-1.68701, 1.92714, 0.81353)  -0.077
C (-2.47723, 0.72483, 0.67935)  -0.135
H (-1.89103, -0.15014, 0.95549)  0.101
C (-3.06238, 0.59196, -0.72882)  -0.182
N (-3.88838, 1.75360, -0.99488)  -0.233
C (-4.57511, 1.65839, -2.26343)  -0.100
H (-5.22121, 2.52628, -2.38313)  0.084
H (-5.19271, 0.76147, -2.26590)  0.084
H (-3.88472, 1.61328, -3.12067)  0.089
C (-3.09482, 2.96415, -0.89021)  -0.176
H (-3.74262, 3.82118, -1.08427)  0.124
C (-2.50610, 3.08613, 0.51935)  -0.126
H (-1.93521, 4.00679, 0.59096)  0.117
H (-3.32231, 3.11952, 1.24670)  0.131
H (-2.27136, 2.97579, -1.63021)  0.132
H (-3.68768, -0.30216, -0.78510)  0.123
H (-2.24732, 0.49607, -1.47191)  0.124
H (-3.31182, 0.81342, 1.38245)  0.133
F (-0.08682, 4.08229, 1.64492)  0.060
H (2.42454, 3.83206, 1.25349)  0.137
C (6.00730, 0.61491, -0.52944)  -0.506
O (6.48802, -0.38027, -1.01789)  0.087
O (6.73649, 1.64422, -0.13342)  0.127
H (6.13932, 2.35528, 0.24020)  0.084
H (4.20569, -1.14174, -1.17120)  0.150
H (2.22405, -1.84192, -1.98191)  0.132
H (0.69176, -1.32202, -1.29405)  0.110
H (1.09858, -1.38629, 1.55821)  0.104
H (1.37530, -3.05548, 2.03193)  0.115
H (-1.06157, -2.30984, 1.83432)  0.112
H (-0.84258, -2.30965, 0.08382)  0.098
H (-0.44071, -4.69815, 1.92690)  0.112
H (-0.20383, -4.72255, 0.18078)  0.102
H (-2.83982, -4.09099, 1.58635)  0.072
H (-2.59771, -4.11719, -0.16076)  0.070
H (-2.44104, -5.60442, 0.77351)  0.069

**Orbital gap**: 8.41 eV
**Total charge**: 0
**LUMO energy**: 0.062 eV
**Structure (SMILES)**: CCCCCCn1cc(C(=O)O)c(=O)c2cc(F)c(N3CCN(C)CC3)cc21

---

The following is a quantum chemistry calculation of a 9-piece molecular cluster, C27H54O27 overall in a non-equilibrium geometry, from the OMol25 dataset.

Last column: Löwdin charge in e.
Atoms and positions in Å:
C (-17.42730, 16.60982, -12.31276)  -0.070
O (-18.28703, 17.64441, -11.83637)  -0.029
C (-19.60766, 17.70513, -12.42888)  -0.546
O (-19.99867, 17.02509, -13.35722)  0.104
O (-20.27336, 18.55380, -11.75200)  0.024
C (-21.66035, 18.96869, -12.05761)  0.035
H (-16.43063, 16.71619, -11.88447)  0.094
H (-17.23463, 16.62100, -13.38553)  0.066
H (-17.73075, 15.60124, -12.03207)  0.076
H (-22.43524, 18.24019, -11.81899)  0.075
H (-21.72278, 19.17517, -13.12605)  0.094
H (-21.76162, 19.93269, -11.55907)  0.097
C (-15.91480, 12.90541, -17.73523)  -0.023
O (-16.64203, 11.84870, -17.10355)  -0.009
C (-16.96709, 10.71394, -17.77038)  -0.545
O (-16.60027, 10.32837, -18.87781)  0.099
O (-17.80961, 10.02153, -16.98692)  -0.028
C (-18.15430, 8.65291, -17.27198)  -0.018
H (-15.53701, 13.57116, -16.95923)  0.086
H (-16.48026, 13.61259, -18.34207)  0.084
H (-15.06229, 12.51614, -18.29182)  0.101
H (-19.22936, 8.53965, -17.41165)  0.097
H (-17.82202, 8.05026, -16.42670)  0.091
H (-17.55658, 8.17351, -18.04723)  0.093
C (-23.78094, 11.74904, -20.64704)  -0.037
O (-23.29877, 11.09705, -21.83459)  -0.008
C (-22.72981, 9.85945, -21.74824)  -0.561
O (-22.47419, 9.17466, -20.73395)  0.081
O (-22.63625, 9.42745, -22.97139)  0.005
C (-22.01560, 8.24306, -23.35479)  -0.036
H (-24.48383, 12.55310, -20.86508)  0.095
H (-22.98937, 12.14847, -20.01303)  0.066
H (-24.29982, 11.01617, -20.02918)  0.095
H (-22.31153, 7.51172, -22.60268)  0.099
H (-20.92786, 8.30167, -23.39315)  0.097
H (-22.42277, 7.91036, -24.30959)  0.100
C (-16.40210, 12.95310, -21.89989)  -0.048
O (-17.68607, 13.03584, -21.39428)  -0.005
C (-18.39080, 14.13820, -21.32329)  -0.518
O (-18.03223, 15.30854, -21.53226)  0.103
O (-19.66536, 13.76493, -20.90814)  -0.035
C (-20.60193, 14.77812, -20.74151)  -0.088
H (-15.71993, 13.29956, -21.12355)  0.096
H (-16.25884, 13.45987, -22.85422)  0.108
H (-16.08631, 11.91354, -21.98755)  0.096
H (-20.37345, 15.43658, -19.90345)  0.098
H (-21.64907, 14.48224, -20.80515)  0.089
H (-20.62679, 15.45040, -21.59913)  0.090
C (-23.12397, 14.92310, -11.34857)  -0.058
O (-23.47843, 15.14747, -10.01148)  0.013
C (-24.07863, 16.30160, -9.69613)  -0.580
O (-24.35345, 17.25262, -10.41544)  0.102
O (-24.39755, 16.16812, -8.40500)  0.011
C (-25.38927, 17.13735, -7.97153)  -0.035
H (-22.20223, 15.37076, -11.72018)  0.083
H (-23.91586, 15.14455, -12.06409)  0.104
H (-22.89271, 13.85866, -11.38853)  0.097
H (-26.28714, 17.00524, -8.57524)  0.092
H (-25.14170, 18.18837, -8.12042)  0.093
H (-25.73715, 16.97765, -6.95096)  0.093
C (-12.64082, 17.20092, -15.14790)  -0.003
O (-13.64167, 16.50308, -15.97473)  -0.005
C (-14.92981, 16.79860, -15.81856)  -0.578
O (-15.38301, 17.56786, -14.96751)  0.088
O (-15.65030, 16.04718, -16.65986)  -0.024
C (-17.08241, 16.16755, -16.72747)  -0.006
H (-12.96709, 18.18339, -14.80673)  0.095
H (-11.67174, 17.10765, -15.63808)  0.089
H (-12.44184, 16.54261, -14.30225)  0.088
H (-17.45405, 15.37511, -17.37710)  0.060
H (-17.43039, 17.10577, -17.15962)  0.109
H (-17.44010, 15.95937, -15.71909)  0.080
C (-20.01221, 14.56973, -14.76145)  -0.054
O (-20.13582, 13.35149, -15.42089)  0.016
C (-19.98049, 13.25659, -16.68640)  -0.588
O (-19.50841, 14.07495, -17.43744)  0.122
O (-20.42687, 11.99599, -17.04395)  -0.002
C (-20.31107, 11.52628, -18.40971)  -0.019
H (-20.32907, 15.41286, -15.37531)  0.100
H (-19.01302, 14.88106, -14.45682)  0.075
H (-20.67786, 14.50591, -13.90067)  0.095
H (-19.58147, 12.05359, -19.02431)  0.081
H (-21.22037, 11.51087, -19.01058)  0.074
H (-20.03580, 10.48046, -18.27339)  0.075
C (-16.97086, 5.24709, -21.27385)  0.010
O (-18.02585, 6.29914, -21.19102)  -0.014
C (-17.93625, 7.50355, -21.73135)  -0.611
O (-17.15943, 7.84031, -22.59102)  0.117
O (-18.79854, 8.30733, -21.07027)  -0.014
C (-18.78111, 9.76157, -21.17429)  -0.006
H (-17.28037, 4.44824, -20.59996)  0.087
H (-15.98146, 5.61951, -21.00831)  0.093
H (-16.90033, 4.81888, -22.27373)  0.087
H (-17.99917, 10.13862, -21.83346)  0.087
H (-18.62978, 10.13329, -20.16086)  0.058
H (-19.71108, 10.18959, -21.54852)  0.086
C (-18.15621, 11.56835, -13.88988)  -0.011
O (-17.59701, 12.64796, -13.07601)  -0.039
C (-17.11899, 12.33534, -11.80371)  -0.408
O (-16.98239, 11.15266, -11.31106)  0.042
O (-16.45436, 13.46431, -11.29853)  -0.060
C (-15.81910, 13.28974, -10.04163)  -0.065
H (-17.80412, 10.57637, -13.60684)  0.094
H (-17.87182, 11.81575, -14.91263)  0.075
H (-19.23895, 11.59318, -13.76678)  0.095
H (-15.08698, 12.48567, -9.96707)  0.095
H (-16.60359, 13.04129, -9.32682)  0.094
H (-15.43346, 14.27494, -9.77938)  0.095

**Orbital gap**: 11.02 eV
**Total charge**: 0
**LUMO energy**: 0.536 eV
**Structure (SMILES)**: COC(=O)OC.COC(=O)OC.COC(=O)OC.COC(=O)OC.COC(=O)OC.COC(=O)OC.COC(=O)OC.COC(=O)OC.COC(=O)OC

---

| no. | calculated total energy (eV) |
| --- | --- |
| 1 | -30599.2141 |
| 2 | -20376.6782 |
| 3 | -35562.9540 |
| 4 | -84153.7091 |